{"formula": "C54H32HfIN8P", "method": "ωB97M-V/def2-TZVPD", "symbols": ["Hf", "C", "C", "C", "C", "C", "N", "C", "C", "C", "C", "C", "C", "C", "C", "N", "C", "N", "C", "N", "C", "N", "C", "N", "C", "N", "C", "C", "C", "C", "C", "C", "C", "C", "C", "C", "C", "C", "C", "C", "N", "H", "H", "H", "H", "H", "H", "H", "H", "H", "H", "H", "H", "H", "H", "H", "H", "I", "C", "C", "C", "C", "C", "C", "C", "C", "C", "P", "C", "C", "C", "C", "C", "C", "C", "C", "C", "C", "C", "C", "C", "H", "H", "H", "H", "H", "H", "H", "H", "H", "H", "H", "H", "H", "H", "H", "H"], "positions_angstrom": [[0.79198, 0.03666, -0.62451], [7.45791, 0.64231, -1.82409], [7.48279, -0.76996, -1.51060], [6.30879, -1.40785, -1.12397], [5.12602, -0.68054, -1.16242], [3.76999, -1.07704, -1.00531], [3.38647, -2.37781, -0.67687], [2.17070, -2.82105, -0.83531], [1.84359, -4.25286, -0.82713], [2.74731, -5.30483, -0.58972], [2.19450, -6.54875, -0.86905], [0.81289, -6.70743, -1.28135], [-0.00083, -5.67794, -1.51247], [0.53529, -4.37013, -1.24034], [0.02035, -3.04970, -1.37499], [-1.14872, -2.63826, -1.95926], [-1.52612, -1.48274, -2.17231], [-0.96222, -0.32779, -1.72250], [-1.75451, 0.79363, -2.10702], [-1.41407, 2.02644, -2.05108], [-0.31010, 2.63155, -1.81380], [0.93988, 1.81225, -1.61172], [1.99179, 2.65133, -1.62566], [3.29915, 2.27751, -1.51827], [3.72917, 1.06976, -1.45036], [2.92333, -0.04722, -1.18551], [5.14103, 0.64907, -1.56750], [6.28303, 1.34881, -1.84943], [1.58798, 4.00674, -1.87878], [2.32124, 5.17702, -1.86513], [1.58172, 6.31000, -1.82524], [0.17704, 6.35141, -1.86245], [-0.57700, 5.18160, -2.01388], [0.14775, 3.96461, -1.91114], [-2.90605, 0.29971, -2.78458], [-3.86775, 0.94480, -3.49300], [-4.83572, 0.11157, -4.02730], [-4.69968, -1.33226, -4.17749], [-3.66198, -1.95243, -3.47850], [-2.75395, -1.07972, -2.89105], [0.99763, -2.11420, -1.10010], [8.36519, 1.07446, -2.19124], [8.48185, -1.29023, -1.63762], [6.30794, -2.41753, -0.93101], [3.84025, -5.17515, -0.31627], [2.74447, -7.50170, -0.89942], [0.50772, -7.72020, -1.43693], [-0.99391, -5.84627, -1.90497], [6.19803, 2.34078, -2.29382], [3.41635, 5.26580, -2.07420], [2.12565, 7.25964, -1.69173], [-0.25581, 7.33474, -1.90171], [-1.63564, 5.16797, -2.22910], [-3.90603, 2.01967, -3.51570], [-5.72655, 0.48884, -4.50199], [-5.34900, -1.94993, -4.78296], [-3.54750, -3.03172, -3.45202], [2.26225, 0.60679, 2.03027], [1.09337, 1.76791, 3.38749], [1.69600, 2.93710, 3.86989], [1.11942, 3.56151, 4.94664], [0.14703, 2.83914, 5.65603], [-0.46169, 1.70234, 5.13863], [-1.52135, 1.13941, 5.84999], [-2.11015, 0.00630, 5.37055], [-1.77830, -0.44704, 4.04652], [-0.77120, 0.09792, 3.28600], [-0.96370, -0.12202, 1.50405], [-2.40521, 1.00765, 1.24561], [-2.11393, 2.35350, 0.97968], [-3.14201, 3.27687, 1.00055], [-4.40744, 2.85839, 1.18292], [-4.75317, 1.51449, 1.53292], [-3.74304, 0.58255, 1.52884], [-1.58134, -1.81328, 1.32933], [-2.65244, -2.26246, 0.55809], [-2.99200, -3.60913, 0.49816], [-2.34209, -4.57515, 1.26478], [-1.21021, -4.10934, 1.94650], [-0.82644, -2.74693, 1.94738], [-0.02117, 1.14252, 3.90278], [2.54246, 3.25211, 3.26511], [1.52402, 4.46353, 5.35064], [-0.20044, 3.25677, 6.60835], [-1.86339, 1.63419, 6.72999], [-2.96869, -0.49961, 5.85838], [-2.40881, -1.15077, 3.55117], [-1.08330, 2.55176, 0.74839], [-2.89529, 4.32162, 0.92337], [-5.16873, 3.55703, 1.14647], [-5.80028, 1.17873, 1.76128], [-3.92614, -0.37906, 1.99337], [-3.25587, -1.57215, -0.00040], [-3.83900, -3.89635, -0.15810], [-2.60437, -5.59822, 1.36067], [-0.64126, -4.69343, 2.67397], [0.14425, -2.42064, 2.34562]], "charge": 2, "e_tot_ha": -3201.72722, "homo_ev": [-11.330, -11.335], "gap_ev": [4.35, 4.37]}